(1)
Density functional theory data (ωB97M-V/def2-TZVPD) for an isolated ion of composition C6H10N and charge +1 in a non-equilibrium geometry.

Positions of all 17 atoms, in Å:
N1 2.510 -0.077 -0.774
C1 1.243 0.110 -0.351
C2 0.054 -0.638 0.185
C3 -2.089 0.911 0.419
C4 -0.353 -2.021 0.452
C5 -0.678 0.549 0.243
C6 0.449 1.392 -0.287
H1 -0.629 -1.992 1.488
H2 0.559 -2.709 0.429
H3 -2.295 1.246 -0.706
H4 -2.700 0.077 0.790
H5 3.108 0.714 -1.059
H6 3.031 -1.004 -0.776
H7 0.153 1.674 -1.234
H8 1.013 2.242 0.277
H9 -2.156 1.927 1.033
H10 -1.220 -2.403 -0.127

Atomic forces in eV per Å
-1.0 -0.9 0.7
0.3 -1.2 0.3
0.6 1.9 -1.2
0.6 2.5 -0.9
1.4 -1.4 0.2
1.4 -1.4 0.5
2.1 1.3 1.8
-0.4 -0.4 0.7
-1.5 0.7 -0.3
-0.4 -0.7 2.2
0.0 0.6 -0.3
-0.8 -0.4 0.2
-1.4 1.5 0.1
-0.1 1.3 -2.3
-1.5 -1.3 -0.7
-0.1 -2.3 -1.1
0.8 0.3 0.1

Results
strongest force on any atom = 3.06 eV Å⁻¹
net charge = +1
HOMO level = -13.9 eV
structure (SMILES) = CC1=C(C)C(=[NH2+])C1
energy relative to the best compared isomer or geometry (same formula, charge and spin) = 13.7 kcal/mol
LUMO level = -0.1688 hartree
frontier orbital gap = 9.285 eV

Atom charges from the Mulliken analysis, given in e for atoms 1 to 2: -0.3833 0.3159

=====

(2)
Density functional theory data (ωB97M-V/def2-TZVPD) for C10H12N4O4Pd as an isolated structure.

Positions of all 31 atoms, in Å:
Pd1 0.086 0.170 -0.143
O1 2.940 0.047 2.321
O2 2.004 1.682 3.553
O3 -3.082 0.844 -1.344
O4 -1.194 -2.905 0.441
N1 -1.816 -0.824 -0.351
N2 3.367 -2.035 0.184
N3 1.904 1.164 0.002
N4 2.152 -2.645 -0.317
C1 1.764 1.799 1.203
C2 0.883 3.104 -1.051
C3 1.386 1.788 -1.084
C4 -3.411 -2.602 -0.470
C5 2.278 1.091 2.486
C6 -1.998 -2.144 -0.068
C7 1.283 3.091 1.300
C8 -4.022 -1.364 -1.097
C9 -2.918 -0.299 -0.950
C10 0.858 3.766 0.153
H1 0.488 4.785 0.216
H2 -3.321 -3.450 -1.150
H3 3.131 -1.292 0.854
H4 -4.930 -1.006 -0.611
H5 3.762 -1.544 -0.611
H6 0.525 3.556 -1.968
H7 1.248 3.523 2.291
H8 1.807 -3.246 0.420
H9 1.577 1.314 -2.042
H10 -4.243 -1.478 -2.160
H11 1.423 -1.936 -0.432
H12 -3.933 -2.954 0.422

Atomic forces in eV per Å
-0.2 0.0 -0.1
-0.1 0.0 0.0
0.0 0.0 0.0
0.0 0.0 0.0
0.0 0.0 0.0
0.3 0.2 -0.1
-0.1 0.1 0.0
0.0 -0.1 0.2
0.1 0.0 -0.1
0.1 -0.1 0.0
0.0 -0.1 -0.1
-0.1 0.1 0.0
0.0 0.0 0.0
0.2 0.0 -0.1
-0.2 0.0 0.0
-0.1 0.0 0.0
0.1 0.0 -0.1
-0.2 -0.1 0.0
0.0 0.0 0.0
0.0 0.0 0.0
0.0 0.0 0.0
0.0 0.0 0.0
0.0 0.0 0.0
0.0 -0.1 0.0
0.0 0.0 0.0
0.0 0.0 0.0
0.0 0.0 0.0
0.0 0.0 0.0
0.0 0.0 0.0
0.0 0.1 0.1
0.0 0.0 0.0

Results
strongest force on any atom = 0.38 eV Å⁻¹
net charge = -2
HOMO level = -0.7 eV
energy relative to the best compared isomer or geometry (same formula, charge and spin) = 0.0 kcal/mol
LUMO level = 0.2018 hartree
frontier orbital gap = 6.213 eV

Atom charges from the Mulliken analysis, given in e for atoms 1 to 2: -0.0286 -0.7593

=====

(3)
Density functional theory data (ωB97M-V/def2-TZVPD) for C27H21Cl3N3O7Se4Tc as an isolated structure in a non-equilibrium geometry.

Positions of all 66 atoms, in Å:
Tc1 2.126 -0.135 2.058
Se1 1.756 -0.810 4.418
Se2 4.808 -2.606 3.222
Se3 2.743 -2.873 4.452
Se4 4.603 -0.564 2.157
Cl1 -4.234 1.267 3.726
Cl2 2.198 -5.358 1.483
Cl3 2.684 -4.660 -1.291
O1 1.697 2.898 0.913
O2 -2.173 -4.911 -3.260
O3 0.529 4.584 2.910
O4 0.236 0.424 1.885
O5 2.109 -2.231 1.624
O6 0.999 -2.539 -0.292
O7 2.495 1.816 2.682
N1 -1.389 1.360 -3.251
N2 1.966 0.068 0.011
N3 -1.486 0.507 -4.145
C1 -1.590 1.766 4.009
C2 1.821 -2.837 0.546
C3 -2.285 -1.343 -2.801
C4 -0.523 3.749 3.146
C5 1.837 4.066 3.017
C6 -2.890 3.440 2.865
C7 2.472 -0.346 -2.272
C8 2.018 2.835 2.087
C9 -1.801 5.491 1.890
C10 -1.760 4.208 2.660
C11 -1.000 -1.767 -4.792
C12 -1.539 -0.855 -3.884
C13 -1.354 1.412 0.403
C14 -0.950 1.152 -1.974
C15 -0.451 2.535 3.822
C16 0.321 0.547 -1.710
C17 -0.154 0.756 0.710
C18 -1.578 -5.902 -4.059
C19 1.241 0.117 -2.678
C20 -1.901 -3.604 -3.522
C21 2.730 -4.093 0.369
C22 -2.801 2.225 3.530
C23 -2.477 -2.689 -2.638
C24 -1.152 -3.128 -4.596
C25 0.734 0.460 -0.367
C26 2.813 -0.322 -0.924
C27 -1.690 1.668 -0.908
H1 -3.060 -3.071 -1.817
H2 -1.500 6.331 2.515
H3 -2.614 2.186 -1.123
H4 -2.744 -0.647 -2.115
H5 -0.671 -3.808 -5.281
H6 -1.091 5.426 1.068
H7 0.991 0.152 -3.728
H8 3.796 -0.635 -0.591
H9 -0.426 -1.402 -5.632
H10 -1.923 -6.850 -3.646
H11 -1.516 0.806 4.497
H12 2.488 4.875 2.677
H13 -3.843 3.769 2.479
H14 3.181 -0.729 -2.989
H15 -1.891 -5.821 -5.107
H16 0.489 2.154 4.195
H17 3.768 -3.846 0.621
H18 2.089 3.791 4.048
H19 -2.796 5.681 1.497
H20 -1.998 1.723 1.207
H21 -0.485 -5.861 -4.008

Atomic forces in eV per Å
1.8 -0.9 1.3
0.1 0.6 -0.2
-0.1 0.2 0.3
0.4 -0.4 0.0
-0.8 0.0 0.2
-0.2 -0.2 0.0
0.0 -0.2 0.2
0.1 -0.2 -0.4
0.0 0.3 0.1
0.0 0.2 0.1
-0.2 0.1 0.0
0.1 -0.8 1.3
-0.1 1.2 0.6
-0.2 -0.2 -0.2
0.4 -1.3 0.4
-0.3 1.2 -1.6
0.2 0.0 -0.9
-0.2 0.9 -0.6
-0.3 0.1 -0.1
-0.1 -0.3 -0.6
0.1 0.1 -0.2
-0.3 -0.1 0.1
0.2 -0.4 -0.1
0.1 -0.1 0.1
-0.3 0.2 -0.4
-0.4 1.0 -0.6
0.1 -0.1 0.0
0.2 0.0 0.0
-0.1 0.5 0.4
0.1 -1.5 0.5
0.9 -0.6 0.9
0.3 -0.4 1.9
0.2 0.3 0.0
-0.2 0.3 0.2
-0.8 0.8 -1.9
0.1 -0.1 -0.1
0.3 -0.2 0.1
-0.1 0.3 -0.1
0.0 0.5 0.2
0.3 0.1 0.1
0.1 -0.3 -0.1
0.0 -0.5 0.1
-0.9 0.2 -0.2
0.3 -0.1 0.3
0.2 -0.4 -1.2
-0.1 -0.1 0.1
0.0 0.1 0.0
-0.1 0.1 -0.1
0.0 0.0 0.1
0.0 -0.1 -0.1
0.0 0.1 -0.1
0.0 0.0 -0.1
-0.1 0.0 0.0
0.0 0.0 -0.1
0.1 0.0 -0.1
0.0 0.0 0.0
0.0 -0.1 0.1
-0.1 0.1 0.0
0.1 0.1 0.0
0.0 0.0 0.1
0.1 0.0 -0.1
-0.4 -0.1 0.0
-0.1 0.1 -0.1
-0.1 0.0 0.0
-0.1 0.0 0.1
0.0 0.0 0.0

Results
strongest force on any atom = 2.40 eV Å⁻¹
net charge = -1
HOMO level (alpha / beta) = -4.3 / -4.7 eV
2S+1 = 2
LUMO level (alpha / beta) = -0.0023 / 0.0357 hartree
frontier orbital gap (alpha / beta) = 4.263 / 5.623 eV
expectation value of S² = 1.177

Atom charges from the Mulliken analysis, given in e for atoms 1 to 2: 1.0848 -0.1325

=====

net charge of number 1 (C6H10N)? +1

=====

Number 2 is which compound? C10H12N4O4Pd